1.
Entry from the OMol25 dataset: 3 unconnected molecules or ions with the total composition C25H50N3O2S in a non-equilibrium geometry (the ωB97M-V functional and the def2-TZVPD basis).

The geometry in XYZ format:
```
81
Properties=species:S:1:pos:R:3
S -0.332 -2.676 -2.038
O -1.212 -0.456 4.319
O 1.732 0.385 -6.321
N 3.966 -1.913 -2.599
N 1.206 1.569 -5.767
N -0.898 -0.420 5.692
C -1.626 0.974 -5.104
C -0.189 3.547 -6.375
C -2.211 -2.633 -1.824
C 1.745 -3.007 -0.032
C 1.461 0.081 4.840
C -2.637 -1.259 0.906
C -3.399 -0.774 6.010
C 0.970 0.151 7.245
C -1.996 -0.275 7.942
C 3.321 -3.276 -2.291
C 0.112 2.051 -6.678
C 3.195 -3.447 -0.656
C 0.326 0.435 5.857
C 0.529 2.052 -8.186
C 0.589 2.584 -3.559
C -2.588 -1.898 -0.370
C -1.186 1.200 -6.548
C 0.013 1.953 5.706
C -2.409 1.546 6.241
C -0.484 0.411 -4.267
C -1.189 2.414 6.526
C 0.452 -3.809 -0.713
C -2.129 0.033 6.425
C 0.805 1.265 -4.351
C 1.942 0.554 -3.552
H -2.752 1.746 5.218
H 3.351 -4.610 -0.443
H -0.950 2.402 7.594
H 1.193 0.310 3.802
H -1.418 3.458 6.280
H 4.127 -4.080 -2.643
H -1.716 -1.322 8.109
H -0.281 -0.617 -4.596
H 3.485 -1.208 -1.997
H -0.350 -3.966 0.156
H 0.778 -4.855 -1.185
H -0.816 0.328 -3.220
H -0.263 4.152 -7.286
H 0.465 2.384 -2.487
H 1.552 -1.837 -0.070
H 3.901 -1.688 -3.618
H -2.006 1.677 -7.102
H 4.058 -2.836 -0.111
H 1.674 0.450 -2.493
H -3.234 -1.854 6.114
H -0.179 2.191 4.649
H -2.314 -0.648 1.879
H -1.135 3.685 -5.839
H 1.442 2.639 -8.341
H -0.306 3.133 -3.857
H 0.609 4.018 -5.791
H 2.368 0.661 5.053
H 2.055 0.015 7.182
H 1.749 -3.312 1.122
H 0.597 -0.777 7.690
H -1.038 0.218 -7.020
H 2.877 1.124 -3.600
H 1.725 -0.981 4.900
H 2.322 -3.458 -2.871
H 0.102 -1.360 -1.734
H -4.258 -0.511 6.640
H 0.891 2.549 5.992
H -2.472 0.276 -5.086
H -2.662 -1.926 -2.661
H -3.708 -0.574 4.981
H -0.260 2.497 -8.807
H -2.947 -0.109 8.463
H 1.453 3.253 -3.664
H -1.997 1.907 -4.668
H 0.695 1.046 -8.586
H 0.805 0.966 7.960
H -1.270 0.359 8.455
H 2.140 -0.458 -3.913
H -2.728 -3.682 -1.931
H -3.233 1.861 6.900
```

The value obtained for the relative energy (zero: lowest compared OMol25 entry of this formula, charge and spin) is 660.33 kJ/mol. The charge is +1. The value obtained for the HOMO-LUMO gap (spin up / spin down) is 7.59 / 8.24 eV. Its spin multiplicity is 3.

Atomic partial charges in e from the Mulliken method, atoms 1 to 8: number 1, S, carries 0.1863; number 2, O, carries -0.3668; number 3, O, carries -0.4935; number 4, N, carries -0.6297; number 5, N, carries 0.2898; number 6, N, carries 0.0573; number 7, C, carries -0.9122; number 8, C, carries -1.7189

---

2.
Entry from the OMol25 dataset: 3 unconnected molecules or ions with the total composition C25H50N3O4 in a non-equilibrium geometry (the ωB97M-V functional and the def2-TZVPD basis).

The geometry in XYZ format:
```
82
Properties=species:S:1:pos:R:3
O 2.950 1.078 -2.707
O -1.816 1.867 -0.646
O 2.143 2.841 -3.886
O 0.259 -4.972 2.179
N -3.000 1.370 -0.505
N 2.348 2.543 2.788
N 1.008 -3.990 1.811
C 3.440 3.160 3.488
C 3.080 2.146 -3.514
C 4.468 2.413 -4.032
C 1.650 2.169 -0.872
C -2.616 1.924 1.862
C 0.953 -1.827 0.569
C 2.795 -5.371 2.791
C -3.755 1.490 -1.782
C -4.928 0.492 -1.822
C 2.879 1.404 -1.298
C 2.609 2.668 1.400
C -4.142 3.340 0.491
C -1.111 -3.071 0.938
C -5.002 3.473 -0.766
C 2.027 -4.413 -0.882
C -4.270 2.914 -1.985
C 2.585 -5.186 0.314
C 1.448 2.077 0.634
C 2.415 -4.448 1.641
C 0.380 -3.250 0.680
C -2.852 1.111 -2.949
C -3.634 1.919 0.728
C 0.577 -3.998 -0.637
C -4.797 1.016 1.202
C 3.397 -3.254 1.713
H -2.230 0.920 2.044
H -5.755 0.757 -1.167
H -3.434 1.097 -3.870
H 3.840 -5.661 2.692
H 0.938 -1.318 1.533
H -4.929 2.935 -2.857
H 1.970 -1.796 0.186
H -5.963 2.968 -0.633
H 0.808 1.766 -1.416
H 4.355 2.539 3.403
H 2.684 3.741 1.127
H -1.770 2.579 1.667
H -1.650 -4.018 0.926
H 0.360 -1.228 -0.121
H 3.675 4.156 3.068
H 3.033 -2.481 2.388
H -4.709 3.666 1.366
H 4.624 3.471 -4.084
H 3.780 1.889 -0.960
H 2.203 -6.285 2.804
H -1.285 -2.588 1.900
H -3.094 2.274 2.777
H 2.080 -5.040 -1.775
H 2.858 0.453 -0.791
H -3.288 4.018 0.405
H 3.645 -5.397 0.157
H 2.671 -4.867 3.750
H -4.916 1.087 2.282
H 3.593 -2.798 0.744
H -5.762 1.291 0.775
H -1.538 -2.439 0.161
H 0.228 -3.369 -1.458
H 0.578 2.648 0.894
H -4.603 -0.031 0.969
H 3.560 2.157 1.123
H 1.304 1.052 0.923
H -2.422 0.119 -2.803
H -3.427 3.572 -2.218
H 2.641 -3.535 -1.093
H 4.365 -3.581 2.091
H 4.471 2.054 -5.049
H -5.342 0.446 -2.829
H 3.200 3.264 4.540
H -0.052 -4.895 -0.643
H 5.236 1.902 -3.479
H 2.079 -6.156 0.372
H -2.036 1.818 -3.087
H -5.237 4.527 -0.935
H -4.589 -0.511 -1.557
H 1.763 3.194 -1.188
```

The value obtained for the relative energy (zero: lowest compared OMol25 entry of this formula, charge and spin) is 0.00 kJ/mol. The charge is -1. The value obtained for the HOMO-LUMO gap (spin up / spin down) is 3.64 / 3.61 eV. Its spin multiplicity is 3.

Atomic partial charges in e from the Mulliken method, atoms 1 to 8: number 1, O, carries -0.3739; number 2, O, carries -0.4145; number 3, O, carries -0.5531; number 4, O, carries -0.6734; number 5, N, carries 0.6826; number 6, N, carries -0.6392; number 7, N, carries 0.5322; number 8, C, carries -0.8350

---

Q: Which value of spin multiplicity does entry 2 give?
A: 3